Record 1
ORCA calculation (ωB97M-V/def2-TZVPD) on the molecule C4H9Cl.

```
14
Properties=species:S:1:pos:R:3:forces:R:3:lowdin_charge:R:1
C 1.68920 -0.15958 1.11637 2.7 0.4 0.6 -0.19
C 0.38505 -0.98937 1.05321 -0.7 1.8 -0.6 -0.27
C 0.05187 -0.55544 -0.39050 -3.7 0.7 0.1 -0.54
C -1.12002 -1.05092 -1.25090 4.9 -0.2 -6.2 -0.16
Cl -0.54403 1.36347 -0.19475 0.8 -1.4 -0.1 0.42
H 2.42189 -0.58852 1.97783 -1.5 1.4 -2.3 0.11
H 2.16386 -0.15151 -0.03717 0.0 -0.7 3.7 0.12
H 1.53873 0.94873 1.12568 0.0 -1.0 1.0 0.02
H -0.53658 -0.78309 1.72338 1.9 0.1 -0.8 0.14
H 0.70768 -1.99986 1.25419 -0.4 -0.7 -0.7 0.09
H 1.02596 -0.49993 -0.83348 -0.8 0.0 -1.5 0.04
H -2.02795 -1.29666 -0.91750 -3.1 -1.2 2.3 0.00
H -0.66939 -1.93103 -1.99749 -1.2 1.5 2.3 0.13
H -1.41237 -0.34524 -2.15381 1.0 -0.7 2.1 0.09
```
Positions in Å, forces in eV/Å.

Charge: 0
Energy relative to the best compared isomer or geometry (same formula, charge and spin): 3.039 eV
Orbital gap: 11.1392 eV
Structure (SMILES): CC[C@@H](C)Cl
Calculated total energy: -16813.7088 eV



Record 2
ORCA calculation (ωB97M-V/def2-TZVPD) on a cluster of 2 separate species, C5H13NO in total.

```
20
Properties=species:S:1:pos:R:3:forces:R:3:lowdin_charge:R:1
C -2.81007 1.38075 0.15808 0.2 0.1 0.8 -0.11
C -1.63885 0.57164 -0.30423 -0.5 -0.2 0.6 -0.16
C -0.36051 0.91977 -0.35156 -0.1 0.3 -0.6 -0.20
N 0.59554 0.08530 -0.94333 1.2 -0.9 0.7 -0.09
C 1.90854 0.05695 -0.28319 -0.2 -0.6 -0.6 -0.27
C 2.85880 -0.88191 -1.05231 -0.3 -0.3 0.2 -0.09
H -3.72400 1.04633 -0.31210 -0.2 0.0 -0.4 0.06
H -2.97821 1.20230 1.22685 0.0 0.0 0.0 0.07
H -2.71295 2.45704 0.04180 0.1 0.0 -0.2 0.07
H -1.88669 -0.47215 -0.43873 0.1 -0.1 -0.7 0.10
H 0.00539 1.85988 0.07024 -0.1 0.2 -0.2 0.12
H 0.73067 0.04377 -1.94279 -0.7 0.4 0.0 0.11
H 1.74120 -0.37848 0.70530 0.2 0.5 0.2 0.10
H 2.34432 1.05896 -0.24261 0.0 0.1 0.4 0.10
H 3.07435 -1.77914 -0.46604 0.0 0.1 -0.1 0.07
H 3.81927 -0.43340 -1.29766 -0.1 0.1 -0.1 0.06
H 2.35983 -1.23084 -1.96186 0.3 0.1 0.0 0.07
O -0.70553 -1.86061 2.26443 0.0 -0.1 0.2 -0.06
H -0.94246 -0.99171 2.60848 0.1 -0.1 -0.2 0.03
H -0.27420 -1.70828 1.41754 -0.1 0.2 0.0 0.01
```
Positions in Å, forces in eV/Å.

Charge: 0
Energy relative to the best compared isomer or geometry (same formula, charge and spin): 1.713 eV
Orbital gap: 9.4051 eV
Structure (SMILES): C/C=C/NCC.O
Calculated total energy: -8932.2977 eV



Record 3
ORCA calculation (ωB97M-V/def2-TZVPD) on a structure of composition C7H14O4Tm.

```
26
Properties=species:S:1:pos:R:3:forces:R:3:lowdin_charge:R:1
O 2.18808 -2.61871 -1.20524 -0.9 0.6 0.3 0.08
C 1.00931 -2.52641 -0.94883 0.7 -1.5 0.1 -0.24
C -0.07016 -2.30467 -1.96807 -0.2 1.5 -0.8 -0.25
O -0.56745 -3.50255 -2.45990 0.4 -0.3 0.5 -0.16
C -1.61726 -3.34503 -3.38322 -0.5 0.1 -0.4 -0.09
H 1.41798 0.45502 0.87146 0.1 0.6 0.3 0.16
H 0.35936 -1.66373 -2.76621 -0.1 -0.3 0.0 0.13
H -0.86546 -1.69317 -1.48903 0.0 -0.2 0.0 0.12
H -1.91323 -4.34490 -3.72110 0.1 0.3 0.1 0.10
H -2.48559 -2.84944 -2.91545 0.2 -0.1 -0.1 0.09
H -1.29877 -2.75065 -4.25496 0.0 -0.1 0.2 0.10
H 0.62481 -2.75569 0.06976 0.2 0.2 0.1 0.12
O -1.56449 3.79171 2.12713 1.7 1.0 -0.2 -0.30
C -1.86270 2.44781 1.90444 -1.1 -2.3 -0.4 -0.24
C -0.66089 1.54824 2.17549 -0.7 -0.4 0.7 -0.13
O 0.48809 2.16965 1.55636 -0.5 1.9 -0.1 -0.33
C 1.65789 1.35360 1.50074 0.9 -1.4 -0.3 -0.23
C 2.79346 2.12565 0.96816 -0.1 0.1 0.2 0.12
Tm 0.20129 4.39866 1.65003 -0.3 -0.6 0.2 2.02
H -2.18912 2.27617 0.86020 0.0 0.3 0.4 0.15
H -2.68234 2.09496 2.55784 0.3 0.4 -0.3 0.16
H -0.79984 0.55300 1.73636 0.0 0.2 0.2 0.16
H -0.45314 1.46176 3.25479 0.0 -0.1 -0.3 0.16
H 1.87496 0.96072 2.50685 -0.1 0.1 -0.1 0.16
H 2.61765 3.01160 0.35587 0.2 -0.2 -0.2 0.05
H 3.79758 1.70642 1.01652 -0.3 0.3 0.0 0.10
```
Positions in Å, forces in eV/Å.

Charge: +2
Orbital gap (alpha / beta): 3.5914 / 3.5142 eV
Calculated total energy: -45183.9172 eV
2S+1: 4